C16H31NP2Pd | ωB97M-V with the def2-TZVPD basis set

Summary:
Kohn-Sham gap (alpha / beta) (Eh): 0.18453 / 0.22828
Relative energy (zero: lowest compared OMol25 entry of this formula, charge and spin) (kcal/mol): 13.35
Charge: +2
DFT total energy (eV): -40614.501
Highest occupied orbital energy (alpha / beta) (Ha): -0.4128 / -0.5560
Multiplicity: 5
<S²>: 6.025

Last column: Mulliken spin population.
CARTESIAN COORDINATES (ANGSTROEM)
P1 0.2745 -2.2347 1.6072  0.137
P2 -0.2340 2.4051 2.0504  0.084
C1 0.0260 -0.4180 0.5440  0.091
C2 0.4798 1.0508 0.9396  0.023
H1 -0.9263 -0.4840 0.0091  -0.073
H2 0.8472 -0.8029 -0.0684  0.042
H3 1.5843 1.0755 0.9690  -0.051
H4 0.0873 1.5814 0.0673  -0.023
C3 -1.7593 2.9671 1.4216  0.004
H5 -2.2617 3.6188 2.1317  0.008
H6 -2.4453 2.1717 1.1384  0.004
H7 -1.5737 3.5577 0.5317  0.003
C4 1.0790 3.5383 2.1381  0.038
H8 0.8660 4.3535 1.4637  0.005
H9 2.0208 3.0955 1.8474  0.000
H10 1.1745 3.9457 3.1338  0.007
C5 -0.9652 -3.4298 1.0708  0.015
H11 -1.2302 -4.1214 1.8898  0.008
H12 -0.5343 -4.0257 0.2394  0.000
H13 -1.8763 -2.9106 0.7275  -0.007
C6 1.9298 -2.7432 1.0765  0.020
H14 2.5768 -1.8626 0.9198  0.001
H15 1.8253 -3.2999 0.1205  0.003
H16 2.4057 -3.4076 1.8189  0.002
Pd1 -0.5609 -0.0659 2.4291  1.025
C7 0.4658 1.5000 -2.0876  0.057
C8 -0.8710 1.5088 -1.8863  0.015
C9 -1.8384 0.7620 -2.7547  0.059
C10 -1.4497 -0.6853 -3.0785  0.115
C11 -0.6230 -1.4256 -2.0718  0.638
C12 0.7258 -1.4776 -2.1138  0.786
C13 1.5794 -0.6524 -3.0350  0.040
C14 1.1640 0.8169 -3.2157  0.007
C15 0.0479 -1.9711 3.4025  0.011
H17 1.1287 2.1950 -1.5609  -0.010
H18 -1.3611 2.2550 -1.2468  0.000
H19 -1.9996 1.2889 -3.7153  -0.001
H20 -2.8179 0.7735 -2.2531  0.001
H21 -2.3725 -1.2641 -3.2036  -0.005
H22 -0.9740 -0.7104 -4.0666  0.012
H23 -1.2032 -2.0398 -1.3681  0.071
H24 1.2866 -2.2704 -1.5992  0.021
H25 1.6363 -1.1106 -4.0371  0.076
H26 2.6190 -0.7008 -2.6766  0.022
H27 2.0884 1.3789 -3.4016  0.007
H28 0.6159 0.9144 -4.1594  -0.005
H29 0.5744 -1.1306 3.9407  -0.006
H30 0.6879 -2.8638 3.5495  0.033
H31 -0.9478 -2.1341 3.8364  0.017
N1 -0.5212 1.7094 4.8847  0.550
C16 -0.4506 1.7792 3.7011  0.123

---

C16H31NP2RuS | ωB97M-V with the def2-TZVPD basis set

Summary:
Kohn-Sham gap (alpha / beta) (Eh): 0.18117 / 0.18342
Relative energy (zero: lowest compared OMol25 entry of this formula, charge and spin) (kcal/mol): 0.00
Charge: +2
DFT total energy (eV): -50558.621
Highest occupied orbital energy (alpha / beta) (Ha): -0.4596 / -0.5138
Multiplicity: 5
<S²>: 6.025

Last column: Mulliken spin population.
CARTESIAN COORDINATES (ANGSTROEM)
P1 -0.0319 2.6348 1.3536  0.587
P2 0.7868 -1.9445 2.6381  -0.002
C1 -0.9946 -0.7910 0.6576  0.017
C2 -0.8526 -1.6537 1.9411  0.025
H1 -1.9208 -1.1246 0.1476  -0.002
H2 -1.1678 0.2738 0.9575  -0.019
H3 -1.4308 -1.1481 2.7468  -0.006
H4 -1.3136 -2.6527 1.8002  0.005
C3 1.8785 -2.7236 1.4691  0.022
H5 2.7330 -3.1578 2.0098  -0.003
H6 2.2777 -1.9874 0.7571  0.007
H7 1.3489 -3.5159 0.9241  -0.002
C4 0.6323 -2.7613 4.1878  0.001
H8 0.6754 -3.8426 4.0093  -0.001
H9 -0.3303 -2.5352 4.6719  0.000
H10 1.4489 -2.4767 4.8546  -0.001
C5 0.3757 3.8164 0.0429  0.028
H11 0.3087 4.8229 0.4718  0.018
H12 -0.3277 3.7101 -0.7918  -0.002
H13 1.3896 3.6373 -0.3343  -0.006
C6 -1.8504 2.7362 1.5156  0.072
H14 -2.2264 1.9361 2.1727  -0.004
H15 -2.3500 2.6411 0.5390  -0.003
H16 -2.0895 3.7137 1.9556  0.029
Ru1 0.2536 -0.2690 -0.9834  2.469
C7 -0.3281 -1.9265 -1.8683  0.015
C8 1.0548 -1.6513 -2.1774  -0.036
C9 1.4559 -1.0519 -3.4888  0.122
C10 0.6544 0.2241 -3.8496  0.076
C11 0.1736 0.9613 -2.6090  0.079
C12 -1.1310 0.7674 -2.0322  0.033
C13 -2.1131 -0.2155 -2.6049  0.014
C14 -1.4873 -1.6230 -2.7966  0.061
C15 0.7074 3.2801 2.8651  0.057
H17 -0.5108 -2.7314 -1.1443  -0.002
H18 1.7749 -2.2996 -1.6878  -0.039
H19 1.4052 -1.7881 -4.3011  -0.007
H20 2.5124 -0.7758 -3.4331  -0.012
H21 1.3392 0.9086 -4.3785  -0.002
H22 -0.1669 0.0082 -4.5545  0.008
H23 0.6454 1.9337 -2.4327  -0.046
H24 -1.5699 1.6534 -1.5635  0.017
H25 -2.5387 0.1460 -3.5564  0.005
H26 -2.9672 -0.2885 -1.9158  -0.006
H27 -2.2653 -2.3630 -2.5691  -0.007
H28 -1.2420 -1.7878 -3.8490  -0.003
H29 0.1687 2.8372 3.7105  -0.004
H30 0.5969 4.3684 2.8498  0.025
H31 1.7648 2.9896 2.9090  0.001
S1 2.0647 0.9824 0.3239  0.278
C16 1.4239 0.4287 1.7297  0.124
N1 1.3556 -0.3254 2.7105  0.017

---

C16H31NP2SSr | ωB97M-V with the def2-TZVPD basis set

Summary:
Kohn-Sham gap (Eh): 0.23445
DFT total energy (eV): -48831.261
Highest occupied orbital energy (Ha): -0.2501

Last column: Löwdin charge in e.
CARTESIAN COORDINATES (ANGSTROEM)
P1 -0.1839 2.4992 -1.0632  0.862
P2 -2.6184 0.4828 -0.8664  0.870
C1 -1.7076 2.8561 -2.0758  -0.428
C2 -2.9427 2.2247 -1.4589  -0.431
H1 -1.5086 2.4565 -3.0767  0.074
H2 -1.7962 3.9447 -2.1545  0.075
H3 -3.2815 2.7845 -0.5801  0.073
H4 -3.7707 2.1739 -2.1732  0.074
C3 -2.9334 -0.3678 -2.4799  -0.276
H5 -2.9858 -1.4542 -2.3173  0.041
H6 -2.1057 -0.1632 -3.1757  0.039
H7 -3.8788 -0.0087 -2.9170  0.042
C4 -4.2269 0.2440 -0.0251  -0.301
H8 -5.0586 0.4539 -0.7149  0.042
H9 -4.2663 0.9382 0.8268  0.038
H10 -4.2918 -0.7854 0.3509  0.035
C5 1.0682 3.1590 -2.2125  -0.299
H11 2.0568 3.0871 -1.7391  0.037
H12 0.8422 4.2020 -2.4799  0.041
H13 1.0587 2.5282 -3.1134  0.038
C6 -0.3561 3.8538 0.1761  -0.276
H14 -1.1874 3.6265 0.8603  0.039
H15 -0.5425 4.8155 -0.3283  0.043
H16 0.5669 3.9157 0.7716  0.041
Sr1 2.3487 -2.9266 2.4290  1.324
C7 -0.8327 -1.8949 1.2068  -0.151
C8 -0.4669 -2.2202 -0.0404  -0.116
C9 0.0699 -1.3176 -1.1093  -0.249
C10 1.6171 -1.2183 -1.1459  -0.175
C11 2.2859 -0.6305 0.0500  -0.144
C12 1.7305 0.0365 1.0769  -0.137
C13 0.2999 0.4183 1.2085  -0.287
C14 -0.5877 -0.6073 1.9527  -0.202
C15 4.7832 -2.3035 2.6922  -0.396
H17 -1.3750 -2.6532 1.7923  0.107
H18 -0.5363 -3.2839 -0.3245  0.114
H19 -0.3638 -0.3036 -1.0650  -0.017
H20 -0.2965 -1.6731 -2.0890  0.112
H21 1.9902 -2.2413 -1.3428  0.118
H22 1.9050 -0.6224 -2.0315  0.122
H23 3.3820 -0.7123 0.0390  0.111
H24 2.3955 0.3945 1.8831  0.115
H25 -0.1821 0.6114 0.2381  -0.066
H26 0.2109 1.3921 1.7155  0.107
H27 -0.1413 -0.7929 2.9571  0.106
H28 -1.5736 -0.1447 2.1667  0.110
H29 4.8618 -2.5563 3.7644  -0.074
H30 5.0560 -1.2541 2.5329  -0.086
H31 5.4672 -2.9531 2.1288  -0.068
S1 4.8073 -7.0757 4.3420  0.509
C16 3.9296 -5.9135 3.7076  -1.063
N1 3.2654 -5.0205 3.2312  -0.217

---

| no. | maximum force (Eh/bohr) |
| --- | --- |
| 1 | 0.158 |
| 2 | 0.100 |
| 3 | 0.073 |